A structure of composition CH2O4 at a distorted geometry, computed with ωB97M-V/def2-TZVPD.

Values from the calculation:
DFT total energy: -340.00647 hartree
F_max: 4.66 eV/A
energy above the lowest of the compared OMol25 structures with the same formula, charge and spin: 5.091 eV
frontier orbital gap (spin up / spin down): 8.696 / 8.733 eV

The geometry in XYZ format:
```
7
Properties=species:S:1:pos:R:3:forces:R:3:mulliken_charge:R:1
C 0.201 -0.008 0.405 2.1 -1.9 -1.2 0.27
O -0.704 0.932 0.084 -1.0 1.8 0.1 -0.15
O -0.503 -1.212 0.009 -3.1 3.5 -0.4 -0.24
O -1.724 0.028 -0.204 1.0 -3.6 0.2 -0.08
O 1.304 0.149 -0.363 -0.8 0.2 -3.1 -0.48
H 0.552 -0.105 1.389 0.1 0.2 1.8 0.34
H 0.875 0.215 -1.321 1.7 -0.1 2.5 0.34
```
Forces are in eV/Å.